Entry from the Open Molecules 2025 dataset: a cluster of 2 separate species, CHBrN2 in total at a distorted geometry (ωB97M-V/def2-TZVPD).

Element x y z (Å)
1 C -0.634 -0.265 -1.173
2 N 0.905 -0.173 2.547
3 N 0.051 0.496 2.693
4 Br 0.922 0.345 -1.944
5 H -1.243 -0.403 -2.123

Computed properties:
Multiplicity: 3
Energy (a.u.): -2722.100578
HOMO level (alpha / beta) (eV): -8.7 / -11.3
Expectation value of S²: 2.01


Entry from the Open Molecules 2025 dataset: the molecule C4H6N2O2 at a distorted geometry (ωB97M-V/def2-TZVPD).

Element x y z (Å)
1 C 1.922 1.586 -2.311
2 O 0.933 0.652 -1.767
3 N 0.711 0.811 -0.402
4 C -0.157 0.004 0.197
5 C -1.095 -0.976 -0.079
6 C -1.597 -1.575 1.024
7 N -0.987 -1.023 2.199
8 O -0.254 0.195 1.569
9 H 2.825 1.337 -1.659
10 H 1.590 2.554 -2.069
11 H 1.970 1.438 -3.363
12 H -1.512 -1.195 -1.197
13 H -2.441 -2.193 1.310
14 H -0.377 -1.475 2.990

Computed properties:
Energy (a.u.): -415.797138
HOMO level (eV): -7.9


Entry from the Open Molecules 2025 dataset: the molecule C21H30N4O4S at a distorted geometry (ωB97M-V/def2-TZVPD).

Element x y z (Å)
1 C 3.129 0.246 2.567
2 O 2.331 1.014 1.690
3 C 2.841 1.168 0.391
4 C 2.411 0.023 -0.551
5 N 0.986 -0.150 -0.480
6 C -0.003 0.608 -1.045
7 C 0.218 1.678 -2.059
8 O 1.110 1.297 -3.082
9 C 0.762 0.255 -3.909
10 C 1.716 -0.102 -4.855
11 C 1.458 -1.149 -5.720
12 C 0.271 -1.848 -5.646
13 C -0.686 -1.492 -4.696
14 O -1.821 -2.238 -4.681
15 C -2.811 -1.950 -3.721
16 C -0.443 -0.430 -3.831
17 N -1.168 0.230 -0.601
18 N -0.982 -0.775 0.272
19 C 0.306 -0.997 0.345
20 S 1.082 -2.224 1.296
21 C -0.178 -2.447 2.592
22 C -0.237 -1.180 3.442
23 O 0.515 -1.004 4.379
24 N -1.188 -0.319 3.049
25 C -1.316 1.017 3.597
26 C -2.778 1.307 3.933
27 C -2.921 2.715 4.502
28 C -2.392 3.748 3.512
29 C -0.933 3.459 3.171
30 C -0.786 2.052 2.601
31 H 2.539 0.107 3.471
32 H 4.059 0.775 2.805
33 H 3.371 -0.735 2.147
34 H 2.429 2.112 0.020
35 H 3.936 1.237 0.394
36 H 2.699 0.263 -1.576
37 H 2.876 -0.919 -0.251
38 H 0.685 2.552 -1.592
39 H -0.759 1.978 -2.459
40 H 2.641 0.451 -4.898
41 H 2.196 -1.425 -6.457
42 H 0.060 -2.673 -6.307
43 H -2.423 -2.029 -2.700
44 H -3.236 -0.952 -3.869
45 H -3.589 -2.697 -3.870
46 H -1.185 -0.149 -3.104
47 H -1.123 -2.684 2.108
48 H 0.182 -3.283 3.190
49 H -1.657 -0.486 2.164
50 H -0.709 1.037 4.508
51 H -3.141 0.570 4.653
52 H -3.375 1.216 3.023
53 H -3.971 2.917 4.727
54 H -2.359 2.786 5.435
55 H -2.483 4.750 3.936
56 H -2.990 3.715 2.599
57 H -0.566 4.190 2.448
58 H -0.325 3.546 4.074
59 H 0.262 1.840 2.380
60 H -1.355 1.970 1.670

Computed properties:
Energy (a.u.): -1736.385984
HOMO level (eV): -8.4


In eV, the energy relative to the best compared isomer or geometry (same formula, charge and spin) values for the records above are, in order, 0.283, 6.625, 3.196.
In g/mol, the M values for the records above are, in order, 120.94, 114.10, 434.56.